14
Properties=species:S:1:pos:R:3:forces:R:3 method="wB97M-V/def2-TZVPD" total_charge=+1 e_lumo_ha=-0.1382 homo_energy_ev=-13.96 orbital_gap_ev=10.2 e_above_lowest_kcal_mol=58.6
C -1.5958 0.6404 0.2007 0.6 0.5 -1.0
C 0.5206 1.0130 0.6259 -1.6 -1.3 3.9
C 0.4250 -0.4782 0.3291 -4.5 0.3 -0.7
N -0.7474 1.5919 0.2891 -1.2 -0.5 -0.1
N -1.1662 -0.6982 0.1940 1.3 0.8 0.9
N 0.9761 -0.7250 -1.0949 -0.9 1.7 1.9
H -2.6262 0.7871 -0.0509 -0.6 0.3 0.2
H 0.7159 1.2180 1.7832 0.0 -0.4 -2.5
H 1.2610 1.3498 0.0224 2.6 1.8 -1.3
H 0.8292 -1.0879 1.0677 1.0 -1.5 0.7
H -1.8547 -1.2765 0.7752 2.2 0.4 -0.8
H 0.4276 -1.3471 -1.6223 -1.5 -1.0 -0.9
H 1.8312 -1.1923 -0.9622 2.1 -0.2 -0.3
H 1.0038 0.2051 -1.5568 0.5 -0.8 0.0